# 1
Below is the molecule C3O at a distorted geometry, with properties calculated with ωB97M-V/def2-TZVPD.

Each line ends with the Löwdin charge.
CARTESIAN COORDINATES (ANGSTROEM)
C  -1.213  -1.471  -0.123  0.151
C  -0.470  -0.429  -0.082  -0.187
C  0.428  0.498  0.083  -0.123
O  1.255  1.402  0.123  0.159

Values from the calculation:
Relative energy (zero: lowest compared OMol25 entry of this formula, charge and spin) (kcal per mole): 5.08
Net charge: 0
E_LUMO (Eh): -0.04837
HOMO (eV): -11.7
Frontier orbital gap (eV): 10.3361

# 2
Below is a structure of composition C34H52B2Cl37I2N3O4P at a distorted geometry, with properties calculated with ωB97M-V/def2-TZVPD.

Each line ends with the Löwdin charge.
CARTESIAN COORDINATES (ANGSTROEM)
C  13.308  0.263  1.096  -0.127
C  13.244  -1.229  0.729  -0.264
C  12.070  -1.515  -0.234  -0.243
C  10.840  -2.097  0.458  -0.223
C  9.675  -2.331  -0.536  -0.202
C  8.804  -3.568  -0.218  -0.219
C  7.340  -3.238  0.076  -0.221
C  6.478  -4.507  0.285  -0.219
C  5.243  -4.557  -0.622  -0.216
C  4.152  -3.562  -0.199  -0.225
C  2.726  -4.058  -0.477  -0.233
C  1.656  -3.101  0.093  -0.216
C  0.322  -3.813  0.354  -0.219
C  -0.700  -2.906  1.059  -0.193
C  -2.149  -3.424  0.853  -0.175
C  -3.214  -2.313  1.001  -0.161
C  -4.433  -2.500  0.088  -0.306
B  -5.254  -3.816  0.553  -0.569
O  -6.359  -4.189  -0.229  0.135
O  -4.870  -4.597  1.606  0.069
C  -5.567  -4.369  2.861  -0.206
C  -4.709  -4.887  4.009  -0.055
N  -4.004  -2.831  -1.268  0.016
C  -3.345  -1.743  -1.969  -0.203
B  -2.800  -2.316  -3.386  -0.594
N  -1.607  -3.161  -3.406  0.129
O  -3.435  -2.020  -4.579  0.053
C  -4.277  -0.516  -2.114  -0.092
N  -5.555  -0.562  -1.279  -0.093
C  -6.798  -0.993  -2.027  -0.708
I  -6.600  -2.426  -3.539  1.147
C  -7.992  -0.405  -1.681  -0.797
C  -8.158  0.654  -0.616  -0.169
I  -9.807  -0.870  -2.624  0.947
C  -5.436  -1.275  0.074  -0.294
P  -5.308  0.109  1.349  0.610
O  -5.043  -0.731  2.704  -0.321
Cl  -3.531  1.057  0.913  0.311
H  12.302  0.612  1.377  0.070
H  13.681  0.854  0.248  0.073
H  13.971  0.445  1.954  0.068
H  13.161  -1.823  1.650  0.103
H  14.191  -1.475  0.225  0.101
H  11.801  -0.563  -0.719  0.111
H  12.399  -2.183  -1.046  0.109
H  11.109  -3.048  0.939  0.108
H  10.521  -1.394  1.244  0.115
H  10.119  -2.473  -1.532  0.104
H  9.062  -1.419  -0.569  0.108
H  9.231  -4.117  0.633  0.109
H  8.809  -4.261  -1.075  0.112
H  7.285  -2.600  0.972  0.116
H  6.929  -2.662  -0.768  0.107
H  6.195  -4.608  1.344  0.110
H  7.095  -5.392  0.059  0.105
H  5.585  -4.334  -1.645  0.111
H  4.834  -5.578  -0.623  0.110
H  4.259  -2.600  -0.724  0.102
H  4.218  -3.359  0.881  0.113
H  2.557  -4.175  -1.566  0.060
H  2.569  -5.036  0.004  0.113
H  1.459  -2.287  -0.622  0.109
H  2.023  -2.663  1.033  0.116
H  -0.095  -4.112  -0.621  0.100
H  0.467  -4.708  0.974  0.122
H  -0.640  -1.878  0.677  0.105
H  -0.523  -2.949  2.143  0.121
H  -2.239  -3.978  -0.089  0.109
H  -2.333  -4.151  1.654  0.112
H  -2.712  -1.350  0.865  0.049
H  -3.566  -2.388  2.036  0.105
H  -7.212  -3.841  0.128  0.133
H  -5.699  -3.285  3.005  0.104
H  -6.545  -4.871  2.848  0.128
H  -4.027  -4.109  4.375  0.079
H  -4.095  -5.724  3.650  0.090
H  -5.348  -5.216  4.839  0.083
H  -4.706  -3.324  -1.815  0.044
H  -2.462  -1.451  -1.382  0.140
H  -1.903  -4.136  -3.266  0.100
H  -1.043  -2.892  -2.586  0.058
H  -3.121  -1.165  -5.010  0.155
H  -4.581  -0.358  -3.154  0.096
H  -3.750  0.395  -1.808  0.105
H  -5.747  0.432  -1.067  0.112
H  -8.023  0.206  0.375  0.061
H  -9.158  1.095  -0.664  0.055
H  -7.439  1.480  -0.739  0.086
H  -6.440  -1.666  0.273  0.105
H  -5.500  -0.207  3.427  0.101
C  1.996  -2.980  -4.824  -2.036
Cl  0.782  -1.701  -4.873  0.532
Cl  2.623  -3.246  -6.450  0.544
Cl  3.315  -2.486  -3.760  0.548
Cl  1.270  -4.479  -4.225  0.546
C  -4.455  5.051  1.367  -2.027
Cl  -5.487  6.457  1.622  0.539
Cl  -5.087  3.686  2.292  0.467
Cl  -4.453  4.634  -0.361  0.488
Cl  -2.816  5.416  1.897  0.512
C  4.607  2.422  -3.803  -2.047
Cl  4.363  4.163  -4.061  0.487
Cl  6.173  2.169  -3.033  0.543
Cl  3.313  1.841  -2.754  0.501
Cl  4.565  1.540  -5.326  0.529
C  -4.959  5.471  6.021  -2.038
Cl  -4.074  6.628  5.028  0.496
Cl  -4.176  3.884  5.936  0.511
Cl  -4.978  6.024  7.691  0.517
Cl  -6.621  5.343  5.427  0.506
C  0.056  5.440  -1.091  -2.045
Cl  -0.685  6.578  -2.220  0.534
Cl  -1.125  4.178  -0.699  0.464
Cl  1.489  4.727  -1.824  0.514
Cl  0.515  6.287  0.388  0.532
C  -8.176  5.656  10.824  -2.062
Cl  -6.592  6.190  11.400  0.518
Cl  -8.589  4.115  11.579  0.528
Cl  -9.392  6.864  11.238  0.532
Cl  -8.114  5.457  9.070  0.489
C  0.735  3.598  -7.189  -2.046
Cl  0.884  4.516  -8.687  0.522
Cl  -0.801  4.005  -6.403  0.505
Cl  0.766  1.866  -7.548  0.520
Cl  2.073  3.979  -6.104  0.476
C  1.850  8.583  -7.303  -2.054
Cl  0.982  9.766  -8.283  0.533
Cl  0.757  7.275  -6.845  0.485
Cl  3.192  7.912  -8.237  0.525
Cl  2.479  9.365  -5.849  0.526
C  -6.009  10.492  6.016  -2.056
Cl  -7.213  11.737  5.681  0.533
Cl  -5.893  9.392  4.635  0.487
Cl  -4.438  11.244  6.295  0.532
Cl  -6.489  9.574  7.447  0.516

Values from the calculation:
Relative energy (zero: lowest compared OMol25 entry of this formula, charge and spin) (kcal per mole): 0.00
Net charge: +1
E_LUMO (Eh): -0.10354
HOMO (eV): -11.4
Frontier orbital gap (eV): 8.6124

# 3
Below is the molecule C4H7N3S at a distorted geometry, with properties calculated with ωB97M-V/def2-TZVPD.

Each line ends with the Löwdin charge.
CARTESIAN COORDINATES (ANGSTROEM)
C  3.079  -0.251  -0.188  -0.037
N  1.798  -0.591  0.261  -0.048
N  0.832  0.345  -0.311  -0.035
C  -0.442  -0.089  -0.101  -0.484
N  -0.570  -1.405  -0.023  0.118
C  -1.252  0.953  0.119  -0.200
C  -2.649  0.760  0.236  -0.596
S  -3.421  -0.691  -0.195  0.550
H  3.760  -1.223  0.348  0.131
H  3.431  0.823  -0.669  0.113
H  0.948  1.395  -0.185  0.155
H  0.246  -1.922  0.190  0.063
H  -1.571  -1.852  0.363  0.104
H  -1.001  2.072  -0.093  0.139
H  -3.190  1.675  0.247  0.027

Values from the calculation:
Relative energy (zero: lowest compared OMol25 entry of this formula, charge and spin) (kcal per mole): 126.63
Net charge: 0
E_LUMO (Eh): -0.00884
HOMO (eV): -7.6
Frontier orbital gap (eV): 7.4072
SMILES string: C=NN/C(N)=C/C=S

# 4
Below is a structure of composition C8H10O6PZr at a distorted geometry, with properties calculated with ωB97M-V/def2-TZVPD.

Each line ends with the Löwdin charge.
CARTESIAN COORDINATES (ANGSTROEM)
O  0.950  -3.544  4.025  0.026
C  0.042  -2.866  3.843  -0.011
Zr  -0.538  0.326  0.030  1.616
C  0.170  0.838  -2.398  0.047
O  0.600  1.185  -3.407  0.251
C  -1.865  -1.589  -2.510  0.089
O  -1.545  -2.713  -2.508  0.322
C  -2.425  -0.556  -1.416  -0.274
O  -3.588  -0.251  -1.440  0.182
C  1.531  -0.159  -0.050  -0.104
O  2.658  -0.236  0.244  0.258
H  0.168  0.040  1.601  0.040
C  -0.238  4.391  2.454  -0.105
P  0.616  3.032  1.615  0.684
C  1.712  2.247  2.785  -0.134
C  1.580  3.677  0.257  -0.127
O  -0.496  2.099  1.045  -0.512
H  -1.342  4.229  2.408  0.095
H  0.044  5.329  1.933  0.089
H  0.112  4.406  3.506  0.091
H  1.169  2.116  3.728  0.094
H  2.046  1.275  2.412  0.042
H  2.572  2.912  2.945  0.106
H  1.693  2.928  -0.537  0.047
H  1.045  4.549  -0.138  0.090
H  2.567  3.972  0.634  0.099

Values from the calculation:
Net charge: +3
E_LUMO (Eh): -0.54694
HOMO (eV): -20.6
Frontier orbital gap (eV): 5.7092